This record from the Open Molecules 2025 dataset describes a structure of composition C23H35BrN6O2SSn. The level of theory is the ωB97M-V functional and the def2-TZVPD basis.

```
69
Properties=species:S:1:pos:R:3:nbo_charge:R:1
Sn 0.159 -0.874 1.281 1.559
N 2.368 -0.800 -0.301 -0.905
C 2.673 -1.756 -1.385 -0.214
C 2.858 -3.202 -0.874 -0.297
N 1.720 -3.746 -0.168 -0.115
C 0.609 -4.441 -0.775 -0.296
C -0.529 -3.524 -1.277 -0.215
N -1.187 -2.789 -0.177 -0.899
H 3.123 -0.812 0.384 0.398
H 2.376 0.134 -0.704 0.405
H 1.873 -1.715 -2.122 0.214
H 3.610 -1.514 -1.890 0.248
H 3.050 -3.836 -1.745 0.286
H 3.714 -3.241 -0.201 0.257
H 1.906 -4.021 0.796 0.430
H 0.992 -5.004 -1.634 0.287
H 0.208 -5.135 -0.037 0.259
H -0.138 -2.804 -1.996 0.210
H -1.223 -4.183 -1.802 0.250
H -1.989 -2.300 -0.572 0.402
H -1.588 -3.462 0.475 0.397
C 2.634 -1.284 3.891 -0.261
O 2.244 -0.521 2.723 -0.643
C 2.429 0.895 2.916 -0.095
C 1.200 1.508 3.521 -0.105
O 0.124 1.278 2.595 -0.651
C -0.938 2.247 2.712 -0.263
H 3.707 -1.174 4.048 0.222
H 2.398 -2.325 3.699 0.202
H 2.099 -0.943 4.777 0.202
H 2.594 1.324 1.925 0.201
H 3.312 1.083 3.528 0.241
H 1.358 2.580 3.662 0.233
H 0.945 1.067 4.488 0.212
H -0.568 3.239 2.452 0.211
H -1.325 2.266 3.732 0.215
H -1.729 1.959 2.022 0.203
S -2.023 4.537 -3.553 0.368
C -1.406 3.109 -2.668 -0.122
C -0.687 3.359 -1.505 -0.228
C -0.375 2.299 -0.669 0.041
N -0.724 1.031 -0.913 -0.505
C -1.394 0.800 -2.050 0.038
C -1.763 1.794 -2.944 -0.227
C -1.402 4.445 -5.225 -0.115
C -0.547 5.473 -5.630 -0.186
C -0.180 5.570 -6.972 0.026
N -0.706 4.649 -7.732 0.088
C -1.500 3.640 -7.490 0.017
C -1.884 3.525 -6.157 -0.195
H -0.411 4.368 -1.230 0.261
H 0.156 2.485 0.258 0.202
H -1.710 -0.221 -2.233 0.195
H -2.378 1.540 -3.796 0.243
H -0.178 6.218 -4.939 0.285
H 0.473 6.331 -7.388 0.309
H -1.843 3.006 -8.300 0.303
H -2.597 2.755 -5.900 0.266
Br 0.293 -4.069 2.984 0.076
C -1.008 -2.929 3.802 0.163
C -1.715 -3.409 4.881 -0.241
C -2.684 -2.570 5.419 -0.077
C -2.892 -1.318 4.856 -0.218
C -2.119 -0.940 3.777 0.056
N -1.173 -1.738 3.248 -0.641
H -1.530 -4.396 5.282 0.277
H -3.274 -2.902 6.263 0.274
H -3.643 -0.646 5.248 0.270
H -2.245 0.029 3.311 0.212
```

Calculated values
HOMO energy (alpha / beta) in eV: -18.73 / -18.72
Maximum force in eV/A: 0.96
Orbital gap (alpha / beta) in eV: 4.5802 / 6.0278
Charge: +4
Spin multiplicity: 1
Relative energy (zero: lowest compared OMol25 entry of this formula, charge and spin) in kcal per mole: 19.9



This record from the Open Molecules 2025 dataset describes a cluster of 2 separate species, C23H35ClF17IN5O4PS in total in a non-equilibrium geometry. The level of theory is the ωB97M-V functional and the def2-TZVPD basis.

```
88
Properties=species:S:1:pos:R:3:lowdin_charge:R:1
C -1.422 -5.006 -0.051 -0.138
C 0.019 -4.373 0.412 -0.302
C -0.133 -2.971 1.223 -0.376
C 0.338 -3.363 2.703 -0.109
C 0.397 -1.635 0.532 -0.449
I -0.392 -1.963 -1.542 1.167
C -0.231 -0.176 1.004 -0.333
C -1.406 0.518 0.195 -0.122
C -2.851 -0.184 0.152 -0.216
O -3.956 0.761 0.372 -0.145
C -5.119 0.279 -0.369 -0.087
C -6.396 1.263 -0.222 -0.234
F -6.549 1.820 1.076 0.091
F -6.198 2.307 -1.215 0.037
C -7.726 0.461 -0.727 -0.191
F -7.474 -0.334 -1.899 0.066
F -8.692 1.461 -1.136 0.067
C -8.444 -0.393 0.431 -0.217
F -7.552 -1.134 1.265 0.065
F -9.140 0.557 1.267 0.069
C -9.506 -1.484 -0.159 -0.137
F -10.469 -0.884 -1.028 0.038
F -10.183 -2.047 0.995 0.009
O -0.278 -0.390 2.431 -0.063
C -1.514 -0.544 3.035 -0.206
N -2.644 -0.684 3.468 0.215
N 0.875 0.919 0.970 -0.040
S 0.894 2.073 2.305 0.918
O -0.507 2.471 2.768 -0.246
O 1.594 1.615 3.549 -0.247
C 1.618 3.766 1.890 -0.377
F 2.983 3.906 2.300 0.088
F 1.354 4.206 0.573 0.094
F 0.953 4.740 2.724 0.086
C 2.196 0.434 0.352 -0.304
C 3.587 1.015 0.907 -0.234
N 4.130 2.216 0.149 0.023
C 2.432 0.512 -1.232 -0.131
C 1.915 1.818 -2.014 -0.246
N 3.075 2.522 -2.685 0.003
C 1.981 -1.185 0.635 -0.520
Cl 2.792 -1.291 2.327 0.768
C 2.813 -2.286 -0.154 -0.252
C 4.412 -2.255 -0.089 -0.201
C 4.917 -3.471 -1.065 -0.297
N 6.411 -3.540 -1.179 -0.042
H -1.253 -5.929 -0.703 0.084
H -2.129 -4.225 -0.494 0.035
H -1.931 -5.378 0.925 0.089
H 0.809 -4.386 -0.411 0.071
H 0.395 -5.215 1.128 0.117
H -1.290 -2.833 1.304 0.129
H 0.552 -2.521 3.434 0.054
H 1.326 -3.972 2.620 0.088
H -0.440 -4.084 3.176 0.111
H -1.160 0.807 -0.905 0.125
H -1.631 1.560 0.672 0.151
H -3.002 -0.555 -0.941 0.086
H -2.965 -1.118 0.807 0.124
H -5.350 -0.776 0.053 0.153
H -4.921 0.214 -1.512 0.156
H -8.915 -2.336 -0.664 0.184
H 0.483 1.542 0.230 0.124
H 3.608 1.336 2.003 0.092
H 4.480 0.277 0.809 0.127
H 3.409 2.920 -0.034 0.038
H 4.927 2.607 0.688 0.111
H 3.555 0.394 -1.513 0.143
H 1.970 -0.360 -1.847 0.057
H 1.342 2.587 -1.386 0.096
H 1.206 1.533 -2.891 0.127
H 3.380 3.328 -2.117 0.034
H 2.830 2.795 -3.646 0.081
H 2.526 -3.318 0.302 0.119
H 2.561 -2.394 -1.284 0.093
H 4.843 -1.302 -0.595 0.115
H 4.882 -2.484 0.925 0.105
H 4.434 -4.483 -0.760 0.127
H 4.508 -3.250 -2.127 0.112
H 6.600 -4.481 -1.594 0.074
H 6.642 -2.896 -1.967 0.077
F 4.017 5.197 -1.786 -0.214
P 4.402 6.623 -2.420 0.164
F 5.697 6.586 -1.478 -0.180
F 4.280 7.490 -3.762 -0.177
F 2.799 6.638 -2.367 -0.185
F 5.262 5.803 -3.496 -0.180
F 4.355 8.011 -1.623 -0.179
```

Calculated values
HOMO energy in eV: -9.41
Maximum force in eV/A: 11.12
Orbital gap in eV: 6.0950
Spin multiplicity: 1



This record from the Open Molecules 2025 dataset describes a structure of composition C23H35F2NO6S2 in a non-equilibrium geometry. The level of theory is the ωB97M-V functional and the def2-TZVPD basis.

```
69
Properties=species:S:1:pos:R:3:nbo_charge:R:1
C -0.424 -1.654 2.854 -0.737
C -1.907 -1.475 2.951 0.724
O -2.545 -1.726 3.925 -0.507
N -2.671 -1.237 1.681 -0.604
H -3.381 -0.449 1.675 0.433
H -2.014 -0.995 0.989 0.497
C -3.645 -2.221 1.352 -0.403
H -0.317 -2.102 1.891 0.268
H 0.069 -2.145 3.660 0.262
H 0.012 -0.549 2.646 0.298
H -3.910 -2.087 0.436 0.217
H -4.464 -2.220 2.072 0.229
H -2.983 -2.989 1.241 0.215
O -0.823 -0.653 0.048 -1.322
H -0.518 -0.332 -0.780 0.436
F 1.129 4.919 4.311 -0.330
C 0.507 3.831 3.751 0.384
C -0.862 3.713 4.128 -0.232
C -1.678 2.741 3.531 -0.202
C -1.046 1.956 2.589 -0.238
C 0.210 2.032 2.139 -0.187
C 1.033 2.998 2.844 -0.287
H -1.294 4.397 4.649 0.200
H -2.770 3.002 3.767 0.230
H -1.654 1.248 2.027 0.190
H 0.557 1.375 1.386 0.249
H 1.866 2.961 2.339 0.222
F -3.711 -5.030 -5.140 -0.308
C -3.516 -3.965 -4.420 0.407
C -3.476 -2.731 -5.125 -0.288
C -3.175 -1.608 -4.318 -0.195
C -2.865 -1.611 -3.021 -0.249
C -2.855 -2.856 -2.429 -0.164
C -3.163 -4.024 -3.064 -0.317
H -3.750 -2.659 -6.263 0.240
H -2.981 -0.715 -4.714 0.202
H -2.688 -0.714 -2.393 0.236
H -2.577 -2.890 -1.336 0.205
H -3.217 -4.977 -2.573 0.227
C 0.585 1.955 -1.644 -0.425
C 1.808 2.760 -1.226 -0.464
C 1.418 4.009 -0.993 -0.647
S 0.147 4.445 -2.182 2.187
O 0.720 5.069 -3.301 -0.955
O -0.966 5.129 -1.547 -0.944
C -0.307 2.757 -2.608 -0.673
H 0.176 1.763 -0.599 0.235
H 0.668 0.928 -1.748 0.229
H 2.424 2.609 -2.074 0.211
H 2.434 2.375 -0.394 0.249
H 2.311 4.872 -0.913 0.253
H 0.964 4.283 -0.095 0.250
H -0.128 2.454 -3.543 0.231
H -1.478 2.648 -2.389 0.256
C 4.151 -2.540 -0.695 -0.345
C 5.143 -1.539 -0.093 -0.438
C 4.962 -1.571 1.288 -0.668
S 3.257 -1.197 1.381 2.170
O 3.113 0.161 0.957 -0.971
O 2.697 -1.658 2.651 -0.943
C 2.725 -2.218 -0.049 -0.632
H 4.420 -3.330 -0.464 0.171
H 3.939 -2.240 -1.571 0.217
H 5.023 -0.509 -0.475 0.239
H 6.240 -1.740 -0.381 0.224
H 5.299 -0.767 1.887 0.256
H 5.211 -2.596 1.814 0.241
H 2.008 -1.768 -0.698 0.263
H 2.532 -3.100 0.398 0.222
```

Calculated values
HOMO energy in eV: -8.63
Maximum force in eV/A: 14.76
Orbital gap in eV: 8.6408
Spin multiplicity: 1
Relative energy (zero: lowest compared OMol25 entry of this formula, charge and spin) in kcal per mole: 66.5



This record from the Open Molecules 2025 dataset describes the molecule C23H35N3O3. The level of theory is the ωB97M-V functional and the def2-TZVPD basis.

```
64
Properties=species:S:1:pos:R:3:nbo_charge:R:1
C -0.982 2.372 3.490 -0.599
C -0.511 1.319 2.490 -0.061
C -0.953 -0.066 2.967 -0.613
C -1.095 1.638 1.107 -0.389
C -0.501 0.759 0.011 -0.320
C -1.004 1.181 -1.363 0.705
O -1.261 2.353 -1.594 -0.644
N -1.108 0.212 -2.314 -0.449
C -0.799 -1.197 -2.099 -0.219
C -1.967 -2.029 -1.567 -0.409
C -3.334 -1.605 -2.112 -0.405
C -3.367 -1.222 -3.596 -0.404
C -3.020 0.240 -3.947 -0.055
C -3.234 0.430 -5.450 -0.601
C -3.928 1.213 -3.192 -0.613
C -1.551 0.573 -3.654 -0.211
C 1.025 0.891 0.026 -0.219
N 1.539 0.547 1.341 -0.424
C 2.504 -0.398 1.444 0.674
O 2.965 -0.974 0.465 -0.639
C 2.968 -0.781 2.812 -0.048
N 2.076 -1.117 3.831 -0.461
C 2.830 -1.458 4.811 0.327
O 4.148 -1.364 4.561 -0.406
C 4.238 -0.941 3.256 0.303
C 5.610 -0.753 2.766 -0.295
C 6.361 -1.935 2.196 -0.397
C 5.961 -0.800 1.307 -0.409
C 1.020 1.391 2.408 -0.208
H -0.684 3.374 3.175 0.209
H -2.070 2.357 3.575 0.214
H -0.565 2.184 4.482 0.208
H -0.546 -0.865 2.346 0.214
H -0.607 -0.253 3.984 0.222
H -2.043 -0.137 2.950 0.205
H -2.183 1.526 1.136 0.213
H -0.897 2.681 0.850 0.227
H -0.751 -0.284 0.202 0.218
H -0.501 -1.587 -3.074 0.203
H 0.076 -1.306 -1.459 0.217
H -1.767 -3.074 -1.822 0.207
H -1.997 -1.984 -0.475 0.203
H -4.033 -2.426 -1.944 0.213
H -3.714 -0.772 -1.518 0.205
H -2.715 -1.892 -4.169 0.198
H -4.378 -1.401 -3.974 0.212
H -2.952 1.438 -5.760 0.211
H -2.639 -0.282 -6.027 0.205
H -4.284 0.281 -5.711 0.211
H -3.784 2.228 -3.567 0.218
H -4.978 0.940 -3.327 0.204
H -3.713 1.241 -2.125 0.215
H -1.389 1.642 -3.782 0.239
H -0.911 0.043 -4.366 0.189
H 1.506 0.249 -0.706 0.247
H 1.287 1.932 -0.200 0.202
H 2.536 -1.789 5.793 0.196
H 6.193 -0.082 3.386 0.232
H 7.399 -2.041 2.476 0.216
H 5.812 -2.861 2.098 0.221
H 5.156 -0.969 0.608 0.261
H 6.734 -0.118 0.983 0.215
H 1.313 2.427 2.197 0.191
H 1.458 1.102 3.359 0.230
```

Calculated values
HOMO energy in eV: -8.99
Maximum force in eV/A: 0.20
Orbital gap in eV: 9.7419
Spin multiplicity: 1
SMILES string: CC1(C)C[C@@H](C(=O)N2CCCCC(C)(C)C2)CN(C(=O)c2ncoc2C2CC2)C1
Relative energy (zero: lowest compared OMol25 entry of this formula, charge and spin) in kcal per mole: 23.1